ORCA calculation (wB97M-V/def2-TZVPD) on the molecule C3H4N2O in a non-equilibrium geometry.

Geometry as XYZ:
```
10
Properties=species:S:1:pos:R:3:mulliken_charge:R:1
O -1.51 -0.74 -1.52 -0.474
C -0.66 -0.25 -0.61 0.552
N -0.51 1.01 -0.37 -0.533
C 0.44 1.06 0.65 -0.356
C 0.77 -0.18 1.05 -0.340
N 0.12 -1.11 0.17 -0.379
H -1.93 0.03 -1.93 0.376
H 0.82 2.00 1.01 0.399
H 1.40 -0.60 1.82 0.420
H 1.06 -1.21 -0.26 0.335
```

Values from the calculation:
**Frontier orbital gap**: 9.7 eV
**ΔE to the lowest compared entry with this formula, charge and spin**: 145.3 kJ/mol
**LUMO energy**: 0.809 eV
**Largest force on an atom**: 1.923 eV Å⁻¹
**Charge**: 0
**M**: 84.08 Da
**SMILES string**: Oc1ncc[nH]1



ORCA calculation (wB97M-V/def2-TZVPD) on a structure of composition C14H25Cl2FN2O9P2 in a non-equilibrium geometry.

Geometry as XYZ:
```
55
Properties=species:S:1:pos:R:3:mulliken_charge:R:1
C -0.89 3.47 -0.58 -0.566
C -0.05 3.38 -2.00 0.248
O 1.38 3.72 -1.89 -0.549
C -0.37 1.94 -2.73 -0.642
O 0.60 0.87 -2.45 -0.353
N 0.05 -0.18 -1.82 0.945
C -0.98 -1.03 -2.13 -1.059
C -1.40 -2.27 -1.15 0.617
C -1.46 -3.76 -1.82 -0.130
C -0.02 -4.51 -2.01 -0.832
F -2.46 -4.67 -1.15 -0.386
C -0.34 -1.95 0.06 0.118
C -1.21 -1.66 1.45 -0.788
Cl -2.23 -3.23 1.73 -0.183
C -2.29 -0.43 1.31 0.393
C -2.11 0.75 2.48 -0.718
Cl -4.02 -1.15 1.63 -0.260
C 0.64 -0.71 -0.50 -0.802
C 2.10 -1.31 -1.07 -0.503
C 2.84 -2.32 -0.01 0.372
O 2.65 -2.39 1.31 -0.524
O 3.81 -3.32 -0.58 -0.511
P 0.96 0.77 0.67 0.621
N 1.40 0.22 2.34 -0.509
O 2.37 1.70 0.17 -0.582
H -0.22 3.49 0.38 0.196
H -1.66 2.57 -0.52 -0.009
H -1.57 4.45 -0.56 0.318
H -0.53 4.21 -2.71 0.273
H 1.43 4.55 -1.30 0.376
H -0.31 2.15 -3.90 0.235
H -1.49 1.68 -2.50 0.306
H -1.52 -0.77 -3.14 0.046
H -2.56 -2.05 -0.95 0.157
H -1.90 -3.61 -2.92 0.298
H 0.81 -3.79 -2.41 0.153
H 0.29 -4.92 -0.93 0.189
H -0.19 -5.46 -2.68 0.355
H 0.15 -2.98 0.32 0.278
H -0.53 -1.57 2.41 0.537
H -2.33 0.01 0.23 0.103
H -2.09 1.77 1.90 0.080
H -2.98 0.71 3.29 0.410
H -1.11 0.60 3.06 0.200
H 2.84 -0.45 -1.38 0.277
H 1.88 -1.92 -2.07 0.201
H 3.62 -4.20 -0.12 0.362
H 2.46 0.10 2.27 0.321
H 1.25 1.06 2.95 0.212
H 2.52 1.63 -0.82 0.318
O 0.65 4.58 2.72 -0.501
P 0.96 4.16 4.17 0.787
O 0.11 5.01 5.13 -0.661
O 2.45 4.38 4.46 -0.628
O 0.61 2.68 4.36 -0.608
```

Values from the calculation:
**Frontier orbital gap**: 1.8 eV
**LUMO energy**: 2.519 eV
**Largest force on an atom**: 8.310 eV Å⁻¹
**Charge**: -2
**M**: 517.21 Da



ORCA calculation (wB97M-V/def2-TZVPD) on a cluster of 2 separate species, C3H4O2 in total in a non-equilibrium geometry.

Geometry as XYZ:
```
9
Properties=species:S:1:pos:R:3:mulliken_charge:R:1
C 1.04 0.91 -0.34 -0.546
C 0.18 0.21 0.40 -0.241
C -1.17 0.07 0.11 0.588
O -0.98 -1.83 0.43 -0.659
O -2.07 0.80 -0.15 -0.362
H 2.10 0.94 -0.23 0.295
H 0.59 1.28 -1.24 0.221
H 0.57 -0.53 1.22 0.378
H -0.27 -1.85 -0.20 0.325
```

Values from the calculation:
**Frontier orbital gap**: 9.7 eV
**ΔE to the lowest compared entry with this formula, charge and spin**: 322.7 kJ/mol
**LUMO energy**: -0.517 eV
**Largest force on an atom**: 5.236 eV Å⁻¹
**Charge**: 0
**M**: 72.06 Da



ORCA calculation (wB97M-V/def2-TZVPD) on a structure of composition C12H20Br6Cl2GaOS.

Geometry as XYZ:
```
43
Properties=species:S:1:pos:R:3:mulliken_charge:R:1
C 3.70 -1.72 1.15 -1.184
C 3.08 -1.84 -0.23 0.557
S 1.79 -3.12 -0.24 -0.200
C 0.48 -2.26 -1.15 -0.629
Ga -0.58 -0.88 -0.12 -0.084
Cl -0.29 -0.99 2.09 -0.419
C -2.60 -1.23 -0.44 -0.381
C -3.32 -1.42 0.80 0.057
O -3.86 -0.60 1.48 -0.582
Cl -3.36 -3.14 1.36 -0.270
C -0.21 0.96 -0.93 0.581
Br -1.34 1.37 -2.45 -0.273
C 0.70 1.90 -0.64 0.020
C 0.93 3.24 -1.26 -1.400
Br 1.93 1.54 0.77 -0.118
H 2.92 -1.45 1.86 0.253
H 4.11 -2.68 1.47 0.380
H 4.49 -0.96 1.17 0.293
H 2.60 -0.90 -0.51 -0.571
H 3.83 -2.08 -1.00 0.308
H 0.91 -1.78 -2.02 0.310
H -0.20 -3.04 -1.50 0.440
H -3.02 -0.35 -0.92 0.322
H -2.67 -2.09 -1.09 0.450
H 0.58 3.27 -2.29 0.433
H 1.99 3.48 -1.25 0.286
H 0.43 4.02 -0.67 0.341
Br 3.05 0.90 -3.02 -0.041
C 4.97 0.93 -3.31 -0.637
C 5.68 1.54 -2.13 -0.465
Br 5.48 3.47 -2.07 -0.148
H 5.15 1.49 -4.22 0.400
H 5.27 -0.10 -3.44 0.336
H 6.76 1.36 -2.19 0.370
H 5.30 1.16 -1.18 0.208
Br -8.68 1.47 3.96 -0.188
C -6.80 0.98 3.75 -0.575
C -6.62 -0.37 3.12 -0.288
Br -7.02 -1.82 4.37 -0.149
H -6.36 1.04 4.73 0.394
H -6.37 1.75 3.11 0.358
H -5.59 -0.52 2.83 0.097
H -7.27 -0.52 2.26 0.406
```

Values from the calculation:
**Frontier orbital gap**: 6.9 eV
**LUMO energy**: 2.074 eV
**Largest force on an atom**: 0.537 eV Å⁻¹
**Charge**: -1
**M**: 832.41 Da